(1)
Here is a molecular structure, C18H31BrClFN2O4SSi2Tl in a non-equilibrium geometry from OMol25. Energies are from the ωB97M-V functional and the def2-TZVPD basis.

Geometry as XYZ:
```
62
C18H31BrClFN2O4SSi2Tl, DFT the ωB97M-V functional and the def2-TZVPD basis
C 6.370 3.405 0.614
C 5.467 2.334 0.578
C 5.952 0.873 0.778
O 5.859 0.371 1.830
O 6.498 0.212 -0.288
C 5.477 -0.571 -0.999
C 5.800 -2.118 -0.878
C 4.545 -3.041 -1.097
C 3.860 -3.490 0.258
C 2.734 -2.476 0.697
C 1.274 -3.087 0.496
Si 0.099 -1.580 0.320
F 0.370 -0.657 1.687
O -1.525 -2.063 0.223
Si -2.678 -0.823 0.284
Br -1.617 1.140 -0.320
C -3.470 -0.606 2.000
C -2.778 0.512 2.897
C -3.664 1.799 3.100
C -3.184 3.107 2.355
S -4.580 3.672 1.278
C -3.977 4.384 -0.238
N -4.046 5.684 -0.624
N -3.550 5.873 -1.821
C -3.101 4.665 -2.283
O -3.375 3.783 -1.313
C -4.108 -1.041 -0.985
Cl -4.024 0.341 -2.193
C -4.087 -2.415 -1.753
C -4.982 -2.277 -3.061
H 6.229 4.211 1.369
H 7.220 3.376 -0.105
H 4.392 2.574 0.389
H 4.474 -0.318 -0.591
H 5.536 -0.257 -2.070
H 6.353 -2.308 0.070
H 6.531 -2.319 -1.700
H 3.796 -2.467 -1.695
H 4.844 -3.975 -1.626
H 3.508 -4.545 0.216
H 4.654 -3.443 1.051
H 2.793 -1.591 0.004
H 2.858 -2.051 1.718
H 1.273 -3.681 -0.446
H 1.015 -3.699 1.396
H 0.555 -0.871 -0.895
H -3.394 -1.589 2.522
H -4.562 -0.380 1.915
H -1.748 0.756 2.556
H -2.669 0.051 3.911
H -3.716 2.027 4.190
H -4.717 1.614 2.776
H -3.034 3.887 3.144
H -2.213 3.021 1.827
H -2.638 4.453 -3.279
H -5.105 -0.925 -0.495
H -4.599 -3.192 -1.139
H -3.085 -2.724 -2.113
H -5.873 -1.627 -2.892
H -4.412 -1.873 -3.925
H -5.386 -3.265 -3.387
Tl -4.436 5.220 -4.241
```

charge: +3
total energy: -5397.47753 a.u.

(2)
Here is a molecular structure, C32H20AlF3NO6Sb from OMol25. Energies are from the ωB97M-V functional and the def2-TZVPD basis.

Geometry as XYZ:
```
64
C32H20AlF3NO6Sb, DFT the ωB97M-V functional and the def2-TZVPD basis
Al -1.595 0.304 0.568
O -3.066 6.714 1.758
C -2.391 6.407 0.767
O -1.870 7.051 -0.157
C -2.139 4.867 0.652
C -1.353 4.368 -0.381
C -1.104 3.019 -0.458
N -1.604 2.174 0.465
C -2.398 2.648 1.463
C -2.678 3.984 1.585
C -2.943 1.571 2.377
O -3.597 1.809 3.346
O -2.603 0.329 1.981
H -0.962 5.074 -1.103
H -0.514 2.566 -1.246
H -3.296 4.373 2.384
F 1.962 -4.801 5.435
C 1.738 -3.875 4.493
C 2.499 -2.722 4.498
C 2.263 -1.770 3.518
C 1.278 -1.977 2.556
C 0.518 -3.145 2.588
C 0.747 -4.107 3.557
Sb 0.919 -0.533 1.065
C 1.548 -1.354 -0.772
C 1.146 -2.635 -1.139
C 1.427 -3.123 -2.405
C 2.108 -2.305 -3.290
F 2.382 -2.772 -4.516
C 2.512 -1.028 -2.957
C 2.223 -0.552 -1.687
C 2.318 0.997 1.407
C 3.684 0.752 1.260
C 4.604 1.765 1.468
C 4.136 3.020 1.820
F 5.024 4.001 2.018
C 2.791 3.297 1.972
C 1.880 2.272 1.764
H 3.255 -2.582 5.259
H 2.852 -0.860 3.513
H -0.274 -3.311 1.867
H 0.168 -5.020 3.604
H 0.607 -3.270 -0.444
H 1.124 -4.114 -2.715
H 3.032 -0.421 -3.686
H 2.524 0.455 -1.424
H 4.039 -0.232 0.974
H 5.668 1.603 1.358
H 2.471 4.294 2.245
H 0.824 2.483 1.881
O -1.083 0.520 -2.568
C -1.765 -0.383 -2.143
O -1.814 -0.646 -0.830
C -2.554 -1.304 -2.995
C -2.700 -0.994 -4.344
C -3.417 -1.840 -5.172
C -3.981 -3.002 -4.657
C -3.833 -3.315 -3.313
C -3.124 -2.464 -2.478
H -2.244 -0.089 -4.724
H -3.539 -1.597 -6.219
H -4.540 -3.663 -5.306
H -4.275 -4.218 -2.914
H -3.014 -2.691 -1.427
```

total energy: -2520.06141 a.u.

(3)
Here is a molecular structure, C4H11GaO3 in a non-equilibrium geometry from OMol25. Energies are from the ωB97M-V functional and the def2-TZVPD basis.

Geometry as XYZ:
```
19
C4H11GaO3, DFT the ωB97M-V functional and the def2-TZVPD basis
C -0.950 -0.323 2.373
H -1.931 -0.154 2.857
H -0.343 -0.617 3.251
H -0.670 0.691 2.025
O -1.273 -1.337 1.248
Ga -2.585 -1.474 0.125
H -0.044 -1.449 0.818
O 1.004 -1.210 0.986
C -0.032 0.458 -2.831
O 0.684 -0.111 -1.767
C 0.643 0.664 -0.594
C 1.474 0.012 0.492
H -0.003 -0.247 -3.671
H -1.090 0.638 -2.570
H 0.410 1.426 -3.127
H -0.405 0.763 -0.252
H 1.041 1.680 -0.781
H 1.579 0.747 1.311
H 2.492 -0.156 0.108
```

total energy: -2309.41149 a.u.

(4)
Here is a molecular structure, C37H32GeMoN6OS3 in a non-equilibrium geometry from OMol25. Energies are from the ωB97M-V functional and the def2-TZVPD basis.

Geometry as XYZ:
```
81
C37H32GeMoN6OS3, DFT the ωB97M-V functional and the def2-TZVPD basis
Mo 2.250 0.158 -0.466
O 3.644 1.873 -0.183
N 3.321 2.854 0.650
C 4.316 3.517 1.265
C 4.052 4.553 2.119
C 2.719 4.905 2.353
C 1.719 4.210 1.727
C 2.009 3.153 0.846
S 0.822 2.214 0.054
H 5.302 3.147 1.032
H 4.873 5.061 2.604
H 2.476 5.708 3.038
H 0.675 4.430 1.906
C 0.894 -3.542 3.210
N 0.713 -3.041 1.867
C 0.034 -3.797 0.917
C -0.070 -3.469 -0.374
N 0.557 -2.296 -0.843
C 1.337 -1.871 1.425
S 2.203 -0.733 2.380
C 0.371 -1.656 -2.014
C -0.407 -2.133 -3.083
C -0.531 -1.361 -4.207
C 0.121 -0.123 -4.280
C 0.864 0.280 -3.202
N 0.987 -0.435 -2.069
H -0.008 -4.070 3.528
H 1.073 -2.698 3.874
H 1.750 -4.220 3.286
H -0.463 -4.684 1.284
H -0.650 -4.064 -1.060
H -0.896 -3.094 -3.003
H -1.133 -1.713 -5.037
H 0.058 0.506 -5.158
H 1.403 1.219 -3.214
C 1.246 -1.515 0.104
Ge -1.294 -0.057 0.634
C -1.422 0.794 2.418
C -1.868 2.112 2.563
C -1.901 2.731 3.808
C -1.476 2.043 4.940
C -1.013 0.740 4.814
C -0.981 0.129 3.565
C -2.478 -1.669 0.760
C -2.824 -2.316 1.949
C -3.580 -3.486 1.941
C -4.007 -4.038 0.739
C -3.681 -3.403 -0.455
C -2.925 -2.239 -0.439
C -2.513 1.060 -0.507
C -2.104 1.662 -1.697
C -2.995 2.376 -2.495
C -4.322 2.507 -2.108
C -4.752 1.915 -0.925
C -3.857 1.197 -0.141
H -2.194 2.664 1.687
H -2.258 3.752 3.897
H -1.494 2.525 5.912
H -0.656 0.204 5.687
H -0.575 -0.873 3.480
H -2.506 -1.900 2.899
H -3.839 -3.967 2.879
H -4.593 -4.949 0.733
H -4.017 -3.820 -1.399
H -2.678 -1.756 -1.382
H -1.072 1.574 -2.015
H -2.649 2.830 -3.417
H -5.018 3.065 -2.724
H -5.787 2.009 -0.616
H -4.211 0.727 0.773
S 4.348 -1.096 -0.398
C 3.767 -0.463 -1.934
N 4.531 0.655 -2.501
C 4.647 0.873 -3.817
C 4.152 -0.002 -4.723
C 3.554 -1.201 -4.169
N 3.390 -1.443 -2.922
H 4.881 1.316 -1.828
H 5.170 1.777 -4.105
H 4.245 0.161 -5.786
H 3.227 -1.986 -4.852
```

charge: -1
total energy: -5172.57891 a.u.
multiplicity: 4

(5)
Here is 2 unconnected molecules or ions with the total composition C2H10N4 in a non-equilibrium geometry from OMol25. Energies are from the ωB97M-V functional and the def2-TZVPD basis.

Geometry as XYZ:
```
16
C2H10N4, DFT the ωB97M-V functional and the def2-TZVPD basis
C 0.457 -0.531 -0.923
C -0.179 1.462 0.420
N 1.734 -0.476 -0.236
N -0.417 0.435 -0.398
N 1.791 -0.094 0.913
N -2.125 -0.909 0.234
H 0.711 -0.128 -1.911
H -0.094 -1.479 -1.127
H -0.604 2.369 0.090
H -0.668 1.213 1.436
H 0.873 1.564 0.692
H 2.605 -0.520 -0.957
H 2.709 0.188 1.178
H -2.292 -1.270 -0.740
H -1.636 -1.510 0.811
H -2.866 -0.312 0.517
```

charge: +2
total energy: -300.32012 a.u.

(6)
Here is a molecular structure, C42H35As2F12HgN7O14 in a non-equilibrium geometry from OMol25. Energies are from the ωB97M-V functional and the def2-TZVPD basis.

Geometry as XYZ:
```
113
C42H35As2F12HgN7O14, DFT the ωB97M-V functional and the def2-TZVPD basis
Hg -0.413 0.100 0.968
As -3.320 -6.138 1.514
F -2.521 -4.522 1.747
F -2.347 -6.486 0.097
F -4.147 -7.726 1.434
F -4.439 -5.716 2.862
F -4.440 -5.336 0.340
F -2.133 -6.768 2.658
As -2.911 5.755 3.653
F -2.061 4.668 2.516
F -3.641 4.303 4.470
F -3.587 6.853 4.883
F -2.169 7.159 2.825
F -4.362 5.841 2.544
F -1.467 5.525 4.747
C 6.976 1.018 -8.491
C 7.896 0.949 -7.447
C 7.435 0.616 -6.171
C 6.133 0.293 -5.863
C 5.235 0.289 -6.943
C 5.600 0.762 -8.192
N 5.779 -0.112 -4.454
O 6.629 -0.512 -3.632
O 4.598 0.052 -4.109
H 7.270 1.408 -9.455
H 8.920 1.202 -7.679
H 8.210 0.566 -5.421
H 4.170 0.207 -6.782
H 4.851 0.806 -8.968
C 6.443 -8.439 2.283
C 7.177 -7.559 3.066
C 6.787 -6.205 3.206
C 5.598 -5.763 2.677
C 4.829 -6.746 2.031
C 5.232 -8.056 1.835
N 5.047 -4.416 2.783
O 3.954 -4.142 2.311
O 5.685 -3.588 3.319
H 6.827 -9.441 2.157
H 8.171 -7.808 3.407
H 7.570 -5.651 3.703
H 3.859 -6.493 1.631
H 4.559 -8.771 1.386
C -10.779 -0.142 2.772
C -10.991 0.927 1.906
C -9.868 1.438 1.244
C -8.637 0.811 1.323
C -8.522 -0.283 2.175
C -9.612 -0.751 2.926
N -7.547 1.163 0.440
O -6.398 0.725 0.676
O -7.729 2.015 -0.426
H -11.626 -0.526 3.321
H -11.975 1.356 1.789
H -10.079 2.307 0.639
H -7.530 -0.690 2.303
H -9.498 -1.602 3.581
C 6.656 6.255 6.277
C 5.672 5.252 6.394
C 5.208 4.693 5.212
C 5.693 5.057 3.969
C 6.623 6.107 3.856
C 7.103 6.778 5.007
N 5.186 4.377 2.801
O 4.212 3.679 2.947
O 5.883 4.500 1.802
H 7.192 6.516 7.178
H 5.337 4.948 7.374
H 4.485 3.893 5.282
H 6.860 6.578 2.914
H 7.905 7.484 4.849
C -1.238 5.692 -8.985
C -0.107 6.247 -8.461
C 0.126 6.209 -7.049
C -0.798 5.432 -6.287
C -1.914 4.898 -6.864
C -2.180 5.018 -8.214
N -0.528 5.206 -4.883
O -0.842 4.120 -4.406
O 0.075 6.036 -4.259
H -1.561 5.878 -9.999
H 0.604 6.781 -9.073
H 0.977 6.686 -6.587
H -2.624 4.318 -6.292
H -3.139 4.770 -8.644
C -5.037 -1.358 11.102
C -5.258 -1.719 9.787
C -4.198 -1.721 8.875
C -2.926 -1.266 9.244
C -2.719 -0.813 10.545
C -3.768 -0.851 11.508
N -1.797 -1.215 8.294
O -2.055 -0.878 7.108
O -0.643 -1.332 8.686
H -5.830 -1.483 11.824
H -6.253 -2.071 9.556
H -4.486 -1.961 7.862
H -1.679 -0.720 10.821
H -3.588 -0.658 12.555
C -0.589 -4.655 -9.257
C -1.440 -3.572 -9.406
C -1.894 -2.991 -8.205
C -1.615 -3.578 -6.946
C -0.668 -4.563 -6.808
C -0.129 -5.074 -8.012
N -2.162 -3.008 -5.761
O -1.437 -2.904 -4.726
O -3.294 -2.563 -5.835
H -0.138 -5.098 -10.133
H -1.715 -3.152 -10.362
H -2.537 -2.128 -8.295
H -0.333 -4.967 -5.864
H 0.628 -5.835 -8.136
```

total energy: -8880.52620 a.u.

(7)
Here is a molecular structure, C18H30NO4P2Pm in a non-equilibrium geometry from OMol25. Energies are from the ωB97M-V functional and the def2-TZVPD basis.

Geometry as XYZ:
```
56
C18H30NO4P2Pm, DFT the ωB97M-V functional and the def2-TZVPD basis
C -0.671 -2.780 -3.298
C -0.185 -1.749 -2.459
N -0.543 -1.711 -1.124
C -1.443 -2.628 -0.672
C -1.897 -3.669 -1.468
C -1.508 -3.747 -2.784
C 0.709 -0.738 -3.025
P 1.875 0.160 -1.945
Pm 0.388 0.112 0.443
P -2.062 -0.833 1.497
C -1.934 -2.536 0.766
C 0.950 2.380 1.387
C 2.226 2.632 1.809
C 2.475 3.871 2.462
C 1.431 4.778 2.657
C 0.150 4.476 2.229
C -0.107 3.234 1.578
O -0.695 1.096 -4.135
O -1.009 2.634 -2.328
H -0.340 -2.761 -4.340
H -2.568 -4.399 -1.017
H -1.850 -4.564 -3.430
C 3.314 -0.948 -2.020
C 2.434 1.544 -2.970
H -2.940 -2.984 0.836
H -1.269 -3.129 1.419
H -0.145 0.318 -3.696
H 1.270 -1.132 -3.904
C -2.064 -1.266 3.283
C -3.833 -0.476 1.236
H 3.049 1.919 1.661
H 3.489 4.109 2.811
H 1.633 5.741 3.164
H -0.677 5.182 2.377
H -1.119 2.981 1.233
H -0.999 1.928 -1.208
H -0.298 3.333 -2.105
H -0.884 2.011 -3.265
H -1.541 0.851 -4.496
H -1.043 1.391 -0.543
H 3.717 -0.968 -3.042
H 4.077 -0.580 -1.335
H 3.043 -1.962 -1.716
H 2.936 1.166 -3.885
H 1.606 2.209 -3.256
H 3.162 2.135 -2.380
H -4.480 -1.153 1.849
H -4.028 0.566 1.525
H -4.086 -0.594 0.175
H -2.967 -1.827 3.556
H -1.168 -1.847 3.529
H -2.028 -0.324 3.859
O 2.886 -2.475 3.038
C 2.258 -1.430 2.968
O 1.493 -1.004 1.923
H 2.263 -0.712 3.799
```

total energy: -2350.60460 a.u.
multiplicity: 5